# 1
H14O7 | ωB97M-V with the def2-TZVPD basis set

XYZ file:
```
21
Properties=species:S:1:pos:R:3:mulliken_charge:R:1
O 0.19982 -0.67529 1.31557 -0.590
H -0.11660 -0.16429 0.56208 0.282
H -0.51724 -1.29306 1.49771 0.287
O -4.14877 3.16367 0.64920 -0.630
H -3.87615 2.26504 0.43208 0.306
H -3.44019 3.71491 0.29843 0.323
O 3.48201 0.33046 0.32000 -0.598
H 4.01405 -0.46057 0.17792 0.312
H 4.11149 0.97967 0.65357 0.291
O 1.17879 -0.29221 3.12138 -0.604
H 1.24294 0.66662 3.04709 0.293
H 0.24797 -0.45067 3.31491 0.314
O -2.34352 -1.72794 0.25102 -0.599
H -2.24058 -1.00656 -0.37986 0.296
H -2.40491 -1.28554 1.10513 0.313
O 0.41193 -1.67161 -1.52967 -0.563
H 1.08768 -1.53269 -0.85657 0.357
H 0.00175 -0.80548 -1.63245 0.192
O 0.65684 0.13587 -4.21150 -0.613
H 1.38849 -0.09361 -4.79547 0.312
H 1.06418 0.20329 -3.34057 0.318
```

Computed properties:
total energy: -14557.7754 eV
SMILES string: O.O.O.O.O.O.O
ΔE to the lowest compared entry with this formula, charge and spin: 85.0 kcal per mole
total charge: 0
orbital gap: 0.343 hartree

=====

# 2
C2N2 | ωB97M-V with the def2-TZVPD basis set

XYZ file:
```
4
Properties=species:S:1:pos:R:3:mulliken_charge:R:1
N 0.49949 0.30348 1.68536 -0.272
C -0.06112 0.06604 0.70295 0.277
C -0.35670 -0.30047 -0.60039 0.269
N -0.22771 -0.64713 -1.69571 -0.274
```

Computed properties:
total energy: -5052.4046 eV
SMILES string: N#CC#N
ΔE to the lowest compared entry with this formula, charge and spin: 3.7 kcal per mole
total charge: 0
orbital gap: 0.461 hartree

=====

# 3
C20H27ClN4S2 | ωB97M-V with the def2-TZVPD basis set

XYZ file:
```
54
Properties=species:S:1:pos:R:3:mulliken_charge:R:1
C -7.11997 -1.87299 0.70722 -1.061
N -5.82870 -2.12671 0.10877 -0.123
C -5.24140 -0.92083 -0.44146 -0.924
C -3.92934 -1.25654 -1.13915 -0.824
N -3.00286 -1.85344 -0.19353 0.694
C -1.68924 -2.07302 -0.77084 -1.567
C -0.83990 -0.80191 -0.70651 0.307
C -0.61204 -0.39268 0.75535 -1.972
N 0.08404 0.87011 0.90800 0.182
C -0.75348 2.01598 1.22024 -1.622
C -1.68717 2.34660 0.10563 0.568
C -1.37935 2.79299 -1.14290 -0.339
C -2.51676 2.95980 -1.96414 -0.521
C -3.67171 2.63670 -1.32943 -0.544
S -3.39621 2.12195 0.28702 -0.119
C 1.41188 1.03566 0.67726 0.729
S 2.10873 2.53968 0.69607 -0.456
N 2.11874 -0.10113 0.42003 0.031
C 3.48247 -0.31514 0.22518 0.814
C 3.84296 -1.50638 -0.40979 -0.384
C 5.16745 -1.82604 -0.62462 -0.859
C 6.15460 -0.95115 -0.19879 0.384
Cl 7.81743 -1.34324 -0.46652 -0.220
C 5.81635 0.22606 0.44686 -0.869
C 4.48848 0.54207 0.66319 -0.351
C -3.59633 -3.06322 0.34597 -0.798
C -4.90236 -2.71932 1.05292 -0.757
H -7.06666 -1.16948 1.55331 0.364
H -7.78618 -1.45844 -0.04783 0.332
H -7.53832 -2.81381 1.06224 0.343
H -5.04797 -0.17067 0.34618 0.340
H -5.93737 -0.49230 -1.16650 0.432
H -4.13582 -1.94529 -1.97761 0.309
H -3.49221 -0.34152 -1.54245 0.411
H -1.18869 -2.85671 -0.19433 0.486
H -1.75446 -2.41812 -1.81652 0.393
H -1.34764 0.01240 -1.22260 0.107
H 0.10296 -0.97720 -1.22879 0.528
H -0.08718 -1.18640 1.30086 0.512
H -1.59636 -0.28600 1.21512 0.595
H -0.08450 2.86187 1.41010 0.523
H -1.32035 1.79747 2.13063 0.436
H -0.37219 3.00036 -1.45765 0.504
H -2.47345 3.30792 -2.98060 0.422
H -4.67496 2.67382 -1.70463 0.499
H 1.57070 -0.93091 0.24496 0.040
H 3.07368 -2.19107 -0.74091 0.350
H 5.43409 -2.74674 -1.11899 0.382
H 6.58908 0.89689 0.78692 0.402
H 4.23784 1.45782 1.16934 0.307
H -3.80461 -3.80137 -0.44774 0.353
H -2.90264 -3.50684 1.06469 0.453
H -4.68592 -2.03193 1.89099 0.303
H -5.34844 -3.63138 1.45651 0.473
```

Computed properties:
total energy: -61331.6473 eV
SMILES string: CN1CCN(CCCN(Cc2cccs2)C(=S)Nc2ccc(Cl)cc2)CC1
total charge: 0
orbital gap: 0.316 hartree

=====

# 4
C34H57BBr2Cl21INO4 | ωB97M-V with the def2-TZVPD basis set

XYZ file:
```
121
Properties=species:S:1:pos:R:3:mulliken_charge:R:1
C 0.16949 1.54829 -1.23460 -0.343
C -0.09841 0.28725 -0.90982 -0.162
C -1.17516 -0.40893 -1.71320 -1.779
C -2.57235 -0.40328 -1.02587 -0.102
N -3.65622 -0.51487 -1.98973 0.608
C -3.47426 -1.23149 -3.22794 -0.421
C -3.24503 -0.28633 -4.45990 -1.287
O -2.62786 0.98072 -0.66848 -0.354
B -3.36784 1.24411 0.58530 0.616
C -2.81800 2.60500 1.32967 0.215
C -2.52882 2.48175 2.85766 -0.382
C -1.24751 3.23989 3.25280 -1.591
C 0.05135 2.60652 2.71148 2.150
C 1.11151 3.71273 2.51358 -0.964
C 2.55462 3.19134 2.54114 -0.890
C 2.79466 1.93475 1.66142 1.318
C 4.01900 2.04858 0.74831 0.084
C 3.93164 1.02520 -0.39937 -0.967
C -4.92849 1.63954 0.04022 -1.204
O -4.79982 2.26725 -1.25512 -0.218
C -5.27803 3.56710 -1.27050 -0.219
C -5.13663 4.12543 -2.69357 -0.891
O -3.75739 4.26088 -2.98654 -0.231
C -3.29003 5.58624 -3.03317 -0.316
C -2.52245 5.99605 -1.75660 -0.756
O -3.20176 -0.05094 1.26487 -0.013
C -2.82674 -1.10838 0.40917 1.862
C -4.10882 -2.02866 0.55133 -1.323
Br -5.44132 -1.51610 1.86143 -0.159
C -4.34496 -3.11516 -0.16228 0.450
C -3.40007 -3.64644 -1.19180 -0.821
Br -5.97222 -4.14179 0.05256 -0.227
C -1.70424 -1.77734 1.28871 -2.017
I -0.29772 -3.13279 0.35185 -0.007
C -0.89724 -0.77300 2.16016 1.413
C -1.37425 -0.84880 3.61020 -1.756
H 0.29566 1.84689 -2.27584 0.357
H 0.21269 2.35227 -0.50395 -0.466
H 0.49174 -0.15485 -0.11076 0.725
H -0.91831 -1.42270 -2.03105 0.500
H -1.27384 0.15883 -2.64116 0.586
H -4.57121 -0.57483 -1.57356 0.498
H -4.41026 -1.75908 -3.45783 0.608
H -2.69010 -1.99206 -3.26763 0.131
H -3.38190 0.75420 -4.16568 0.179
H -2.20698 -0.41463 -4.79221 0.253
H -3.88085 -0.57173 -5.30088 0.398
H -3.51853 3.43826 1.22023 0.400
H -1.90840 2.92250 0.79299 -0.401
H -2.55353 1.45429 3.22089 -0.392
H -3.35280 3.00363 3.36341 0.575
H -1.14628 3.34195 4.34135 0.403
H -1.33518 4.24106 2.81423 0.461
H -0.14728 2.13331 1.74908 -1.502
H 0.41703 1.85519 3.42012 0.232
H 0.98105 4.40088 3.35713 0.399
H 0.90066 4.25347 1.58596 0.191
H 3.18607 3.98456 2.11991 0.407
H 2.92661 2.98263 3.54874 0.244
H 1.93185 1.84051 0.99383 -0.685
H 2.82267 1.01856 2.25701 -0.290
H 4.91036 1.76691 1.32152 0.296
H 4.11289 3.03898 0.30183 -0.288
H 4.75328 1.15049 -1.11109 0.400
H 3.00079 1.15507 -0.96178 0.027
H 3.95343 -0.00412 -0.03218 0.325
H -5.48240 2.28006 0.74194 0.380
H -5.53423 0.71802 -0.06676 0.027
H -6.32155 3.64966 -0.91001 0.385
H -4.68944 4.25601 -0.63710 0.074
H -5.65827 3.46094 -3.38914 0.347
H -5.67402 5.08456 -2.68232 0.423
H -4.05387 6.32889 -3.28797 0.300
H -2.55263 5.62374 -3.84598 0.296
H -1.62841 6.56349 -2.04057 0.357
H -2.16863 5.12689 -1.20210 -0.034
H -3.10691 6.67728 -1.13386 0.299
H -2.89848 -4.51689 -0.75426 0.367
H -2.61969 -2.94347 -1.45466 -0.114
H -3.96843 -4.02598 -2.04279 0.470
H -2.22904 -2.39633 2.01249 1.097
H 0.14034 -1.12218 2.17818 0.697
H -0.87378 0.22825 1.74735 -0.756
H -0.74039 -0.21877 4.24183 0.246
H -1.25360 -1.88201 3.95694 0.260
H -2.42894 -0.59637 3.72506 0.056
C 2.47340 -2.17042 -3.39049 0.188
Cl 2.40098 -3.78575 -2.67050 -0.175
Cl 1.33345 -1.07473 -2.59301 0.117
Cl 4.12296 -1.53165 -3.31082 -0.137
H 2.19614 -2.25463 -4.43127 0.004
C 1.74509 -1.76459 5.71186 0.148
Cl 1.18600 -0.63299 6.94983 -0.151
Cl 0.48842 -2.94040 5.32969 -0.080
Cl 2.25857 -0.89546 4.26364 -0.078
H 2.59903 -2.29930 6.10386 0.110
C 3.12346 5.37584 -2.16214 -0.120
Cl 1.52304 4.79369 -1.71151 -0.010
Cl 4.19301 5.41388 -0.75645 -0.142
Cl 3.81512 4.37415 -3.44214 -0.132
H 3.02405 6.38562 -2.53850 0.376
C 3.95299 -2.37950 -7.48898 -0.022
Cl 3.82295 -3.98604 -6.76704 -0.119
Cl 2.80584 -1.27118 -6.73731 -0.086
Cl 5.59970 -1.76478 -7.34477 -0.089
H 3.71022 -2.45844 -8.54065 0.341
C 2.67657 -6.34245 6.82870 0.146
Cl 0.94013 -6.24495 6.53806 -0.114
Cl 3.48864 -7.16476 5.49817 -0.102
Cl 3.37025 -4.73635 7.08299 -0.129
H 2.83573 -6.92097 7.72992 0.195
C 9.52387 -3.50322 -6.25867 -0.006
Cl 8.89824 -2.42147 -5.01389 -0.094
Cl 8.28607 -4.65308 -6.76794 -0.096
Cl 10.12406 -2.58146 -7.64147 -0.127
H 10.35109 -4.06037 -5.83865 0.326
C 5.04802 -10.75866 6.87063 0.019
Cl 4.50661 -9.62274 8.11232 -0.106
Cl 3.76153 -11.89629 6.46598 -0.119
Cl 5.60277 -9.90374 5.43117 -0.109
H 5.88166 -11.31998 7.27191 0.317
```

Computed properties:
total energy: -457693.2104 eV
ΔE to the lowest compared entry with this formula, charge and spin: 0.0 kcal per mole
total charge: -1
orbital gap: 0.206 hartree

=====

# 5
C30H48BF12MnN7O2Sb | ωB97M-V with the def2-TZVPD basis set

XYZ file:
```
102
Properties=species:S:1:pos:R:3:mulliken_charge:R:1
Mn -0.26667 -0.21091 -0.29338 0.377
C 0.12447 3.23057 3.94024 -1.382
C 0.72842 2.26185 2.98740 0.520
C 2.01409 1.67359 3.03736 -1.194
C 2.10390 0.78273 1.87886 -0.291
N 0.97231 0.84473 1.23573 1.012
N 0.13866 1.77884 1.92793 -0.232
B -1.34902 2.08055 1.42734 -1.005
N -1.23106 2.49003 -0.02791 0.334
N -0.42494 1.80649 -0.90794 1.313
C -0.09104 2.69042 -1.88525 -0.654
C -0.77482 3.88543 -1.64528 -1.016
C -1.46955 3.73302 -0.47284 0.263
C -2.33460 4.72260 0.22979 -1.478
C 1.01171 2.63097 -2.94459 2.644
C 0.84295 1.60407 -4.06105 -1.298
C 1.10405 3.99738 -3.64494 -2.340
C 2.33606 2.41036 -2.19100 -1.752
N -2.11839 0.81909 1.68380 0.683
N -1.56826 -0.36821 1.30249 0.994
C -2.23081 -1.35726 1.93654 -0.374
C -3.19879 -0.74158 2.75566 -1.127
C -3.10694 0.61177 2.57191 0.025
C -3.90105 1.71437 3.18342 -1.394
C -2.07724 -2.88275 1.99496 2.451
C -3.48947 -3.50166 1.97315 -1.747
C -1.25684 -3.60516 0.92456 -0.424
C -1.42636 -3.18387 3.36090 -1.778
C 3.36370 0.00833 1.64335 2.648
C 3.51243 -0.95364 2.84078 -1.721
C 3.39763 -0.76394 0.33839 -1.090
C 4.52533 1.02369 1.64725 -1.798
H 0.83247 3.46188 4.73184 0.467
H -0.14927 4.15352 3.43010 0.272
H -0.77800 2.81359 4.38670 0.248
H 2.76886 1.82953 3.78976 0.615
H -1.77631 2.97656 2.07729 -0.083
H -0.76142 4.77258 -2.24800 0.736
H -2.50628 5.57282 -0.42625 0.494
H -3.29928 4.28876 0.49078 0.267
H -1.87063 5.09063 1.14521 0.215
H -0.10950 1.74031 -4.58531 0.434
H 1.63804 1.76241 -4.79022 0.615
H 0.91974 0.58781 -3.70497 -0.332
H 0.16392 4.27001 -4.12491 0.426
H 1.39807 4.79423 -2.96156 0.467
H 1.86605 3.93914 -4.42118 0.471
H 2.33125 1.45633 -1.67112 0.234
H 3.17079 2.41996 -2.89552 0.433
H 2.50080 3.20542 -1.46065 0.427
H -3.89923 -1.23927 3.39986 0.599
H -4.72260 1.29203 3.75703 0.461
H -3.29726 2.32391 3.85715 0.203
H -4.31838 2.37025 2.41960 0.273
H -4.00965 -3.27700 1.04065 0.293
H -3.39376 -4.58388 2.05435 0.492
H -4.11229 -3.17068 2.80130 0.361
H -1.53342 -3.28845 -0.08341 -0.428
H -0.18789 -3.49416 1.06756 -0.209
H -1.48419 -4.66877 1.00024 0.694
H -2.01636 -2.79803 4.19259 0.381
H -1.33543 -4.26446 3.47911 0.480
H -0.42256 -2.75698 3.41190 0.216
H 2.69119 -1.66723 2.87011 0.184
H 4.43021 -1.52656 2.70328 0.487
H 3.58050 -0.42243 3.79338 0.421
H 2.61496 -1.51438 0.30705 -0.603
H 3.31494 -0.07958 -0.50636 0.324
H 4.34630 -1.29446 0.26571 0.686
H 4.62574 1.56352 2.59018 0.383
H 5.45069 0.46867 1.49449 0.481
H 4.42506 1.74668 0.83537 0.317
C -1.67172 -0.99013 -3.63804 -1.974
C -2.42054 -0.85289 -2.33342 0.624
O -1.61891 -0.93022 -1.19814 0.684
C -3.38679 -2.06334 -2.18301 0.488
F -2.67480 -3.18723 -2.03099 -0.261
F -4.15221 -2.21708 -3.26520 -0.290
F -4.18004 -1.92711 -1.11553 -0.225
C -3.22902 0.47742 -2.30546 0.295
F -3.54653 0.83106 -1.05434 -0.188
F -2.49195 1.47584 -2.83478 -0.314
F -4.35475 0.40824 -3.01454 -0.303
H -1.23361 -1.98565 -3.70029 0.416
H -0.89097 -0.24571 -3.67628 0.178
H -2.34318 -0.84496 -4.48338 0.545
F 0.41172 -1.62835 0.43099 -0.279
Sb 3.31308 -4.97497 0.01258 1.864
F 2.31479 -3.68795 1.13206 -0.632
F 4.23490 -6.22938 -1.12035 -0.524
F 4.92164 -4.25688 0.82508 -0.542
F 3.58418 -3.62715 -1.33518 -0.568
F 1.60066 -5.21403 -0.94147 -0.623
C 2.64935 -1.36453 -3.10767 -1.859
C 1.49095 -1.50836 -2.17335 -0.203
N 1.03191 -2.70476 -1.95773 0.085
O 0.97581 -0.42660 -1.69103 1.254
H 3.36056 -2.16862 -2.92424 0.636
H 3.12836 -0.39961 -2.97691 0.140
H 2.28539 -1.44120 -4.13413 0.383
H 1.60427 -3.50221 -2.22133 0.477
H 0.34174 -2.89978 -1.24469 -0.357
```

Computed properties:
total energy: -117558.2691 eV
ΔE to the lowest compared entry with this formula, charge and spin: 0.0 kcal per mole
total charge: +1
spin multiplicity: 6
orbital gap (spin up / spin down): 0.176 / 0.190 hartree

=====

# 6
C19H31F3N3O11P3S | ωB97M-V with the def2-TZVPD basis set

XYZ file:
```
71
Properties=species:S:1:pos:R:3:mulliken_charge:R:1
C 4.43002 -1.14284 -0.06582 -0.347
C 4.13907 -1.41583 -1.54697 -0.678
C 2.77019 -0.92848 -1.98834 -0.410
O 1.81956 -1.29429 -1.01957 0.054
C 0.49240 -1.17720 -1.46276 -3.711
C -0.49018 -0.76564 -0.34682 1.983
S -0.13243 -2.03532 0.94755 1.867
C -1.44602 -2.34935 2.10497 -1.346
O 0.10844 -3.30202 0.30740 -0.789
O 0.95746 -1.55433 1.74699 -0.612
C -1.92174 -0.78821 -0.97382 0.661
N -3.05466 -1.22428 -0.03062 -0.296
P -2.14941 -1.80421 -2.58039 -0.465
P -4.22026 -2.41965 -2.53809 0.949
O -4.64268 -3.03425 -3.79884 -0.742
O -4.42645 -3.42889 -1.30480 -0.553
O -5.12312 -1.11087 -2.22051 -0.549
N -2.15740 0.53632 -1.37937 0.189
C -1.25642 1.45549 -0.70379 -1.544
C -1.45691 2.85568 -0.96633 -0.386
C -2.63290 3.48324 -0.46554 -0.739
C -2.88544 4.81913 -0.68432 -0.535
C -1.93129 5.53985 -1.42213 -0.508
C -0.80176 4.87180 -1.85542 -0.353
N -0.52786 3.57402 -1.67774 -0.343
C -0.25670 0.73868 0.16861 3.345
C 1.15434 1.31268 -0.05678 -0.641
C 1.43009 2.71115 0.52676 -0.631
C 2.71008 2.70730 1.36145 -1.633
C -0.75421 1.04308 1.59404 -2.574
O 0.27073 0.91225 2.64410 -0.253
C -0.10207 1.11842 3.87961 0.876
F -1.32168 1.66887 4.01145 -0.318
F 0.74821 1.94152 4.50008 -0.309
F -0.12478 -0.00465 4.60297 -0.288
H 5.44590 -0.77545 0.08501 0.316
H 4.33633 -2.05719 0.51041 -0.120
H 3.74529 -0.41679 0.36362 -0.060
H 4.89479 -0.97319 -2.19344 0.423
H 4.12570 -2.49929 -1.66193 0.328
H 2.53851 -1.38458 -2.95841 0.392
H 2.76835 0.15994 -2.12388 0.219
H 0.39534 -0.44365 -2.26776 0.846
H 0.21724 -2.16840 -1.82256 0.496
H -2.34476 -2.68215 1.60929 0.291
H -1.04177 -3.19733 2.65395 0.531
H -1.60643 -1.53392 2.80230 0.289
H -2.90821 -0.79622 0.87773 0.107
H -3.82435 -0.68348 -0.40206 0.296
H -1.56290 -3.06337 -2.34210 0.075
H -4.24243 -2.94605 -0.47747 0.410
H -5.50171 -1.18087 -1.33753 0.362
H -2.86452 0.80900 -2.03037 0.454
H -3.32821 2.87927 0.10066 0.271
H -3.78664 5.27730 -0.29923 0.381
H -2.06182 6.58930 -1.64414 0.335
H -0.06249 5.43649 -2.41661 0.346
H 1.37348 1.29125 -1.11624 0.695
H 1.86393 0.62976 0.40995 -0.309
H 1.61123 3.37704 -0.31525 0.476
H 0.59400 3.14414 1.06873 0.343
H 3.53486 2.39716 0.72113 0.356
H 2.64626 1.97060 2.16091 0.315
H 2.90947 3.67889 1.81202 0.423
H -1.05162 2.08406 1.58006 0.777
H -1.64301 0.46824 1.84283 0.582
O 4.07256 -3.73516 2.16218 -0.495
P 3.56756 -5.03110 1.54303 0.974
O 2.33080 -5.48993 2.30866 -0.482
O 4.60238 -6.15136 1.62704 -0.590
O 3.28068 -4.78498 0.06539 -0.423
```

Computed properties:
total energy: -94050.5847 eV
total charge: -2
orbital gap: 0.073 hartree